Record 1
The following is a DFT calculation (ωB97M-V/def2-TZVPD) of C59H52AsLuN2P as an isolated structure at a distorted geometry.

```
116
Properties=species:S:1:pos:R:3
Lu -0.07072 -0.25701 0.32373
As 1.98443 -0.47613 -1.82011
P -1.75644 1.13579 1.93788
N 1.79969 -0.27347 1.93394
N 1.53247 -0.97359 3.05627
C -0.98027 2.21819 -1.53156
C -5.43287 -0.64265 -1.41583
C -3.40978 0.50124 1.46478
C -0.25396 -2.93090 -5.22927
C 1.13499 3.41651 -2.03255
C -0.27181 3.44177 2.03383
C -5.44662 -0.57036 2.30055
C -3.74551 0.14178 0.13252
C 4.31949 2.89879 -2.66532
C -2.01836 5.12662 0.78581
C 1.19682 -1.45590 -3.30137
C -0.00238 -0.97486 -3.84913
C -1.64468 -2.77913 -1.28134
C 3.27101 2.32521 -4.73714
C 0.89744 -3.49518 -4.65180
C -1.86574 -3.12352 3.50432
C 5.84683 -2.09553 -2.28606
C -2.85287 2.23947 4.42299
C 2.10875 -4.87751 1.36938
C -1.19399 -2.14830 1.22892
C -0.84173 -2.90243 2.38572
C 2.83033 0.91741 -2.81454
C 4.08691 3.15697 -4.02226
C 0.33545 -3.56842 2.39969
C -1.90377 1.41270 3.77497
C 0.45058 -3.61492 -0.07772
C -0.76660 5.57372 1.13965
C 2.68315 1.21518 -4.14117
C -4.30113 0.23564 2.49765
C 4.65020 -1.44946 -2.43883
C -2.05069 1.59713 6.57183
C 5.02490 -3.18942 -0.30380
C -1.02361 0.71979 4.60348
C -0.91323 4.06725 -2.99777
C -1.01258 0.81836 5.97831
C 0.40446 2.43650 -1.35810
C -0.51689 -2.51569 -0.25703
C 3.24091 0.26176 3.59927
C -1.66376 3.10525 -2.37225
C -0.72865 -1.67214 -4.84002
C -1.54504 2.93944 1.62606
C -5.69683 -1.02840 1.01390
C 3.65051 -1.55718 -1.48532
C 2.86163 0.49988 2.27168
C -2.39064 3.82455 1.05421
C -1.60049 1.16217 -0.74573
C 3.65644 1.80234 -2.04839
C 3.84558 -2.39659 -0.40234
C -4.79563 0.03828 -2.39980
C -3.57628 0.68857 -2.20883
C 0.09728 4.71044 1.79654
C -2.87627 2.37374 5.78944
C 6.02569 -3.01797 -1.22993
C 2.42066 -0.74450 4.02793
C 0.99816 -3.93378 1.11745
C -4.93772 -0.60091 -0.09392
C 0.43749 4.18957 -2.94140
C -2.96102 0.72481 -0.97441
C 1.59339 -2.73974 -3.73401
H -3.54764 2.84484 3.83070
H 0.62031 -3.96879 3.35428
H -1.41548 -3.50369 4.41385
H -2.47491 -3.26896 -0.77083
H -2.18646 1.68816 7.59482
H 4.54042 -0.74515 -3.27655
H -6.46016 -1.01749 -1.59199
H -2.73305 3.11356 -2.59902
H 1.15433 -4.53941 -4.89869
H 4.95935 3.53937 -2.11776
H 3.09805 -4.44982 1.42753
H -4.05649 0.59148 3.50108
H -2.25799 -1.97156 1.22974
H 2.03288 -5.36197 2.30594
H -1.50486 4.79751 -3.58960
H -0.40751 6.58207 0.90621
H -0.32143 0.09447 4.05935
H -0.25693 0.33014 6.56101
H 2.25313 -5.61136 0.61765
H -5.14134 0.02706 -3.46052
H 2.05142 0.59494 -4.77545
H -6.09969 -0.92509 3.10320
H -6.48845 -1.68939 0.90894
H -3.09491 1.10618 -3.09083
H 6.59391 -2.01281 -3.03949
H -2.47749 -2.25591 3.82540
H 3.10402 1.24365 1.56490
H 2.14499 3.65949 -1.85242
H -2.68807 5.78852 0.28052
H 4.02243 0.82297 4.16871
H 1.00832 4.81708 -3.59149
H -3.64811 2.98260 6.22319
H 0.40270 2.68855 2.48296
H 3.04105 -2.50314 0.37517
H 0.86382 -1.75292 3.03326
H 1.10590 5.01072 2.13586
H 3.13632 2.43901 -5.82465
H 4.48767 4.04457 -4.51899
H 2.53917 -3.17879 -3.40626
H -1.95679 -1.84475 -1.69715
H 6.91272 -3.65247 -1.26355
H -2.59348 -3.83926 3.08882
H 3.67513 1.68313 -0.96237
H -0.87763 -3.58363 -5.84888
H 0.84419 -4.07742 -1.01651
H -0.35235 -0.01555 -3.45971
H 2.36014 -1.24793 4.96605
H -1.65231 -1.31979 -5.27449
H -1.35566 -3.46025 -2.09062
H 5.21343 -3.83764 0.56874
H 0.85238 1.79665 -0.62440
H -3.30604 3.43700 0.66068
```

Summary:
DFT total energy, eV: -168751.554
Total charge: -1
Spin multiplicity: 1

Löwdin population analysis, charges in e, atoms 1 to 2: atom 1 (Lu): 1.228, atom 2 (As): 1.333

---

Record 2
The following is a DFT calculation (ωB97M-V/def2-TZVPD) of C59H52N8OS4Zr as an isolated structure.

```
125
Properties=species:S:1:pos:R:3
Zr 0.71852 1.89758 -0.29181
S -2.06083 4.01983 -0.11870
S 1.66927 -1.47865 -0.48617
S -2.13882 -0.25080 0.12336
S -0.77891 -2.76996 -0.07316
O -0.64007 3.58928 -0.47333
N 2.62431 2.30548 0.62150
N 0.44065 -2.45131 -0.97474
N -1.28003 0.92602 0.10707
N 1.41986 -0.09194 -0.11206
N 0.63235 1.02254 -3.68188
N 0.51471 2.03633 2.15170
N -1.50605 -1.65426 0.69280
N 1.87929 3.58196 -1.48683
C -2.65561 -0.70893 -3.81001
C -1.83788 -3.68442 -1.15898
C 2.15839 5.13351 -3.28219
C -2.48190 -4.44202 -3.32144
C 0.59260 1.15803 4.79181
C -2.92286 -4.32860 -0.57505
C -0.59990 -4.75627 3.42963
C 3.12895 3.89267 -1.04879
C -3.97530 1.13976 1.54069
C -5.66224 0.17934 2.95721
C -3.15884 6.33634 0.87925
C 0.77647 -5.91899 1.82578
C 3.62781 -0.61729 -2.08018
C 3.53602 -3.69922 2.98811
C 2.45666 -2.36258 0.84209
C 2.57335 -2.71985 3.19815
C -2.84077 4.23530 -1.72464
C 3.41338 5.46446 -2.84522
C -0.57761 1.58798 4.23005
C 2.72761 -1.65744 -1.89189
C -3.79317 -5.03449 -1.38559
C 3.93551 4.85146 -1.68969
C -2.96969 2.89122 -2.42690
C -0.91847 -3.79961 2.47761
C 0.68627 1.30976 -2.56154
C -2.91841 -0.64840 -1.43233
C 4.46822 -1.76621 -4.01446
C 4.50300 -0.67935 -3.15214
C -3.98497 -1.09049 -3.93399
C 3.55894 -2.79660 -3.81505
C -0.38149 -3.92992 1.20606
C -5.18496 -1.09342 2.67211
C -2.11572 -0.49523 -2.55266
C -5.05844 1.29400 2.39365
C 1.41936 4.18618 -2.56718
C 5.57877 4.55656 0.02380
C 0.46022 -4.97816 0.86111
C -1.85242 5.73243 0.38145
C 4.08309 0.60732 3.63601
C 3.55334 3.22074 0.13307
C -4.77530 -1.25605 -2.80380
C 0.24386 -5.80937 3.10483
C 2.67686 -2.74971 -2.74698
C 2.84132 1.70536 1.86491
C -3.57149 -5.08854 -2.75744
C 3.01769 0.64519 4.48841
C 3.96565 -3.99742 1.70226
C 4.76856 3.59149 0.66466
C 1.77918 1.15033 4.02606
C -4.10163 -1.25734 1.82263
C -1.59791 -3.73148 -2.52196
C -4.25024 -1.02840 -1.53912
C -0.57602 1.98969 2.88394
C 3.42218 -3.33051 0.61373
C 2.03428 -2.03403 2.12316
C 5.19843 5.16869 -1.13315
C 3.99785 1.11743 2.32128
C 1.69765 1.65148 2.71250
C -3.50365 -0.13451 1.26530
H 0.62133 0.81373 5.81753
H -1.10595 5.68285 1.17629
H -4.87707 -1.13686 -0.66538
H 1.43606 -6.73890 1.57833
H 5.02270 0.18503 3.96670
H -1.00906 -4.67492 4.42699
H -3.80920 4.69976 -1.53779
H -1.41856 6.27391 -0.45957
H -1.08351 -0.18715 -2.45930
H 5.12632 3.16983 1.58965
H 1.30292 -1.24597 2.26465
H -5.81076 -1.54912 -2.90447
H 3.62369 0.23218 -1.40799
H 3.09790 0.27894 5.50337
H 6.52790 4.80648 0.47761
H 0.86718 -5.05298 -0.13896
H -3.56298 5.77450 1.72036
H 0.42923 3.90155 -2.89864
H -3.60764 2.20762 -1.86631
H -5.43265 2.28400 2.61586
H -4.41271 -1.25152 -4.91411
H -2.02989 -0.56113 -4.68027
H -3.48938 1.99576 1.09547
H -1.50336 2.25055 2.38747
H -2.31360 -4.48879 -4.38815
H 3.53193 -3.63429 -4.49721
H -3.07334 -4.30104 0.49597
H 1.73116 5.58097 -4.16736
H -1.55148 -2.95870 2.71790
H -2.97515 7.35403 1.21624
H -1.50212 1.59908 4.78892
H -6.50688 0.30018 3.62091
H 2.25246 -2.48053 4.20245
H -2.21505 4.93546 -2.28154
H 3.96395 -4.22266 3.83208
H -5.65756 -1.95981 3.11339
H -4.63627 -5.55062 -0.94906
H -3.41381 3.03976 -3.41025
H 5.20408 0.12603 -3.31861
H 5.14918 -1.80882 -4.85278
H 3.75553 -3.55652 -0.38937
H -0.74680 -3.21927 -2.94547
H 4.86293 1.05017 1.67735
H 5.82882 5.90052 -1.61779
H 0.48895 -6.55106 3.85231
H 4.01020 6.19814 -3.37261
H -3.91345 6.38645 0.09759
H -3.72546 -2.24339 1.59631
H 4.72792 -4.74658 1.54340
H -4.25023 -5.64573 -3.38798
H -1.99369 2.42290 -2.56335
H 1.95639 -3.53795 -2.58741
```

Summary:
DFT total energy, eV: -120603.807
Total charge: +2
Spin multiplicity: 1

Löwdin population analysis, charges in e, atoms 1 to 2: atom 1 (Zr): 1.629, atom 2 (S): 0.986

---

Record 3
The following is a DFT calculation (ωB97M-V/def2-TZVPD) of a 10-piece molecular cluster, C59H56ClF3N2 overall.

```
121
Properties=species:S:1:pos:R:3
Cl 6.28159 -6.39785 1.25878
F 7.13755 -2.22590 0.90629
F 5.31946 -2.06327 -0.25962
F 7.23869 -2.14865 -1.24977
N 3.24465 -4.35559 1.10687
N 5.29721 -4.91915 -2.46377
C -6.28263 2.56749 1.30586
C 8.92047 2.11837 -1.35832
C 8.70061 -4.48702 -3.78819
C 4.11111 -3.80209 4.38444
C 7.10079 2.92528 -3.29298
C 0.21058 -1.93553 3.46592
C 10.41328 -6.37505 -4.88223
C -7.34486 -4.15390 2.13917
C -1.36357 -1.87624 5.28299
C -2.10948 -0.92327 4.60319
C -6.04045 1.24268 1.64213
C 10.80965 -5.04750 -4.79379
C 5.80936 -4.70058 1.01414
C -2.73386 7.31863 0.32413
C -7.66294 5.37986 -5.96967
C -3.34697 6.61199 1.34915
C -4.07503 0.96804 -1.23050
C 6.09489 -4.16210 5.69755
C -6.96828 3.75980 -4.33517
C -8.36036 -3.66143 1.33135
C -5.14445 0.93388 2.65498
C -4.71681 3.27697 2.98651
C -5.62111 3.58514 1.98009
C 9.95318 -4.10248 -4.24685
C -0.20316 -2.38119 4.71301
C -1.69483 -0.47590 3.35620
C -4.08250 7.28599 2.31399
C -0.53528 -0.98287 2.78626
C 9.16225 -6.75905 -4.42038
C 5.78968 -4.58720 -1.48254
C -3.58887 9.37414 1.23192
C -5.79139 -2.62962 1.11961
C 7.83931 1.30799 -1.67575
C 6.92941 1.71129 -2.64287
C 4.36625 -4.58215 1.02864
C -5.24974 0.95580 -1.96913
C 4.54024 -2.43243 6.31213
C 8.18202 3.73548 -2.97593
C 6.53149 -2.61978 -0.22216
C -3.99989 0.44007 -3.95636
C -4.47997 1.95150 3.32414
C 5.71978 -3.12735 6.54314
C 9.09191 3.33229 -2.00854
C 3.73594 -2.77047 5.23300
C -6.66297 4.80042 -5.20135
C -2.86226 0.71128 -1.85478
C -6.06050 -3.63785 2.03456
C -2.85413 8.69994 0.26639
C 6.45361 -4.14638 -0.26747
C 8.30515 -5.81524 -3.87075
C -2.82488 0.44716 -3.21714
C -8.96866 4.91907 -5.87226
C -4.20391 8.66740 2.25564
C -6.80780 -2.13798 0.31178
C -9.27455 3.87795 -5.00719
C -8.09268 -2.65131 0.41771
C 5.28813 -4.50082 4.61935
C -5.21334 0.69170 -3.33130
C -8.27393 3.29911 -4.23890
H -6.12936 0.69142 -3.90891
H 0.37732 -3.12872 5.23947
H -9.36147 -4.06445 1.41485
H 10.25775 -3.06551 -4.18581
H -2.16276 6.79195 -0.42945
H 5.56748 -5.32873 3.97655
H -3.25586 5.53360 1.39341
H -4.95785 -0.10209 2.91182
H -5.64445 5.15883 -5.27693
H 1.11179 -2.33591 3.01756
H -4.56361 6.73496 3.11293
H 4.24867 -1.62635 6.97286
H 6.39148 3.23992 -4.04750
H -8.88485 -2.26433 -0.21039
H -3.01719 -0.53132 5.04608
H 2.81860 -2.22669 5.04556
H 3.47776 -4.07022 3.54888
H -3.77137 1.71105 4.10736
H 6.19456 -4.13909 1.86312
H -4.77770 9.19295 3.00804
H -7.55466 -4.94144 2.85145
H 11.08078 -7.11067 -5.31231
H -1.68652 -2.22564 6.25519
H -8.51289 2.48765 -3.56233
H -6.59096 -1.35433 -0.40451
H -0.21355 -0.63740 1.81226
H 8.85392 -7.79438 -4.48835
H -3.68317 10.45141 1.18579
H -6.54221 0.44377 1.11168
H 7.48484 -4.50236 -0.31288
H 6.34641 -2.86446 7.38553
H -7.42503 6.19167 -6.64495
H 6.08668 1.07844 -2.89039
H 7.32250 -6.10638 -3.52429
H -5.26814 -4.02304 2.66355
H -3.97051 0.23957 -5.01955
H 9.93487 3.96466 -1.76154
H -6.19487 1.16288 -1.48064
H -1.87890 0.24796 -3.70408
H -6.18871 3.30704 -3.73601
H 7.00956 -4.70981 5.88482
H 9.63045 1.80316 -0.60440
H -1.94559 0.71748 -1.27889
H -4.78940 -2.22742 1.03254
H 8.02360 -3.74630 -3.37948
H -10.29275 3.51855 -4.93118
H 7.70630 0.36099 -1.16850
H -4.11098 1.17979 -0.16944
H -4.19259 4.06986 3.50588
H -6.97636 2.80908 0.51027
H 8.31556 4.68233 -3.48303
H 11.78480 -4.74853 -5.15604
H -5.80218 4.61887 1.71268
H -9.74838 5.37144 -6.47145
H -2.28173 0.26249 2.82423
H -2.37612 9.25178 -0.53269
```

Summary:
DFT total energy, eV: -85745.653
Total charge: 0
Spin multiplicity: 1
SMILES: N#C[C@@H](Cl)[C@@H](C#N)C(F)(F)F.c1ccccc1.c1ccccc1.c1ccccc1.c1ccccc1.c1ccccc1.c1ccccc1.c1ccccc1.c1ccccc1.c1ccccc1

Löwdin population analysis, charges in e, atoms 1 to 2: atom 1 (Cl): 0.716, atom 2 (F): 0.160

---

Record 4
The following is a DFT calculation (ωB97M-V/def2-TZVPD) of C59H56NO5Tl as an isolated structure.

```
122
Properties=species:S:1:pos:R:3
Tl 0.94461 0.11093 -0.30653
O -1.08923 2.40726 -1.19190
O 0.40795 -2.31474 -0.56312
O -0.70875 1.32491 -4.59084
O -1.42865 0.19941 0.38353
O 0.75186 1.32561 -2.87567
N 0.70259 -1.25822 2.13846
C -4.24630 -2.31670 3.33519
C -5.13700 1.84526 -3.31132
C 4.06358 1.93190 -1.96874
C -3.90443 2.47563 -3.16778
C -1.40384 2.39904 -2.56774
C -3.32435 3.87264 1.87163
C 4.37566 -3.90663 -3.18616
C 0.23246 -2.74841 4.40119
C -0.87376 0.46184 2.74748
C -2.92360 1.49494 1.62956
C -0.34087 1.58721 -3.43155
C -1.14426 4.87749 -2.12460
C -5.25783 0.48657 -3.06478
C -0.16072 -0.82018 3.05260
C 1.10349 -3.20726 3.42592
C -2.73010 -1.02063 1.97069
C -2.94822 -3.39867 1.62688
C 1.70486 3.79349 2.02983
C -2.91140 0.39542 -2.53281
C -1.34253 3.84831 -3.03933
C -4.94576 2.50508 0.76074
C 3.83914 1.89501 -0.47816
C 2.54511 -2.62037 -2.28750
C 4.38807 0.88107 0.31449
C -4.53780 3.75533 1.21286
C -2.77685 1.76136 -2.78360
C -1.45055 4.17583 -4.39247
C -1.05102 6.19999 -2.54531
C -3.88612 -3.47140 2.65062
C 0.45517 -4.61334 -0.05595
C 3.55022 -2.79072 -3.23237
C 3.17229 -4.68369 -1.25192
C 4.70897 -0.21842 2.57573
C -0.42572 -4.90515 -1.10342
C 2.97573 2.83912 0.08363
C -0.36168 -6.59260 1.08279
C -1.15544 6.51709 -3.89127
C 1.25414 -3.29588 -0.20688
C -4.13589 -0.23476 -2.66889
C 3.17729 1.74256 2.23237
C -0.44059 -1.55759 4.20112
C 2.28833 3.81415 -0.83947
C 2.09558 -2.93470 1.09964
C 0.47808 -5.47952 1.02667
C 1.27765 -2.45636 2.26450
C 2.35263 -3.55636 -1.27774
C -1.35798 5.49408 -4.81187
C -1.97743 0.27851 1.62947
C -3.66560 -1.09987 2.99802
C 2.65420 2.77213 1.44305
C -1.25386 -6.01111 -1.06090
C 2.71734 1.55195 3.66262
C -2.37746 -2.17950 1.28158
C -1.23245 -6.86328 0.04309
C 4.17809 -4.85881 -2.19305
C -2.52752 2.75141 2.07667
C 5.21473 -0.20526 -0.33832
C 4.08507 0.83058 1.67963
C -4.14690 1.39278 0.96728
H 2.74559 -2.11938 0.76943
H 1.97345 4.79969 1.70532
H -1.58390 3.37174 -5.10557
H 1.87324 -1.77264 -2.33979
H 1.64961 -4.13174 3.56512
H 0.67505 3.61326 1.70352
H -6.21594 -0.00855 -3.17842
H -5.15269 4.63018 1.03603
H -0.46468 -4.21316 -1.93611
H -0.33416 -7.24111 1.95158
H 3.15936 1.59486 -2.49144
H -1.06757 4.61981 -1.07729
H 3.67790 -2.04949 -4.01301
H -4.33574 -4.42244 2.91512
H 1.15384 -5.30110 1.84913
H -1.17095 -1.19853 4.91499
H 4.09186 -1.12106 2.63872
H -2.98132 4.84443 2.20931
H 5.69400 -0.51377 2.21809
H -1.07645 7.54671 -4.22257
H 3.00222 4.47246 -1.34438
H -1.57285 2.87173 2.57367
H -4.45208 0.42903 0.57842
H -0.16017 1.17978 2.33474
H -3.94520 -0.19883 3.53629
H -6.00490 2.42226 -3.61274
H 4.83639 0.16062 3.58959
H 6.21036 0.14929 -0.62499
H 1.69430 1.89718 3.79606
H 3.34743 2.08510 4.38433
H 1.56106 4.43707 -0.32676
H -1.93264 -6.20767 -1.88313
H -2.05099 -0.18064 -2.21409
H 5.33953 -1.07074 0.30806
H 2.72802 -3.77866 1.39081
H 4.89754 1.30580 -2.27882
H -1.31138 0.86681 3.66429
H -1.89334 -7.72123 0.08923
H -0.89347 6.98482 -1.81343
H 4.26709 2.94870 -2.31017
H 4.72041 -0.56685 -1.24056
H -4.21358 -1.29632 -2.46425
H 0.06304 -3.32958 5.30091
H 4.80424 -5.74403 -2.15813
H -1.43650 1.61651 -0.71223
H 2.72023 0.49660 3.93176
H -4.97735 -2.36540 4.13544
H 1.74419 3.25778 -1.61070
H -5.87924 2.40178 0.22034
H -3.82824 3.54021 -3.34984
H 5.15806 -4.04143 -3.92439
H -1.61863 -2.10539 0.50607
H 3.01553 -5.43898 -0.48772
H 1.72140 3.79011 3.11758
H -2.64673 -4.29692 1.09755
H -1.43666 5.72556 -5.86857
```

Summary:
DFT total energy, eV: -78517.464
Total charge: -2
Spin multiplicity: 1

Löwdin population analysis, charges in e, atoms 1 to 2: atom 1 (Tl): 1.045, atom 2 (O): -0.059